Below is 2 unconnected molecules or ions with the total composition C7H9ClF2IN in a non-equilibrium geometry, with properties calculated with wB97M-V/def2-TZVPD.

Cartesian coordinates (Å):
C1 0.94 -1.98 -3.29
C2 0.25 -1.77 -2.16
C3 0.31 -0.55 -1.42
C4 -0.21 -0.45 -0.16
C5 1.08 0.17 2.67
C6 -0.20 0.61 1.97
C7 -1.42 2.25 0.05
N1 -0.01 0.63 0.58
F1 -2.45 2.19 0.87
F2 -0.74 3.35 0.30
Cl1 -1.57 -0.48 2.55
I1 -1.89 1.93 -1.97
H1 0.91 -2.93 -3.80
H2 1.56 -1.21 -3.72
H3 -0.36 -2.56 -1.74
H4 0.89 0.27 -1.82
H5 -0.76 -1.29 0.25
H6 1.35 -0.84 2.36
H7 1.87 0.86 2.40
H8 0.93 0.19 3.75
H9 -0.48 1.60 2.33

- orbital gap (spin up / spin down) (eV) = 7.26 / 6.92
- spin multiplicity = 1
- maximum force (eV Å⁻¹) = 3.0
- net charge = 0
- ΔE to the lowest compared entry with this formula, charge and spin (eV) = 0.0000

Löwdin population analysis, charges in e, atoms 1 to 8: 0.024, -0.195, -0.155, -0.265, -0.108, -0.753, -0.852, -0.031